[1]
Density functional theory data (ωB97M-V/def2-TZVPD) for a structure of composition C30H41F7Ge2N2O2Rb in a non-equilibrium geometry.

**ΔE to the lowest compared entry with this formula, charge and spin**: 60.9 kcal/mol
**DFT total energy**: -171559.5754 eV
**HOMO level**: -3.60 eV
**HOMO-LUMO gap**: 5.53 eV
**Lowest unoccupied orbital energy**: 1.93 eV

```
! RIJCOSX wB97M-V def2-TZVPD def2/J DEFGRID3
* xyz -1 1
Rb 0.27901 -0.82103 -2.81693
Ge 0.41751 3.05389 0.62298
Ge -2.02442 -1.13802 2.18314
F 3.03009 0.39244 -2.54827
F 2.81536 0.66927 -6.66299
F 0.82035 -0.37216 -5.18933
F 3.71938 2.41713 -2.28483
F 3.18184 -4.56472 -5.17803
F 2.38252 1.93733 -3.91088
F 5.03162 -3.47216 -6.69694
O 1.29761 3.18814 -1.36630
O 0.76790 1.01161 -1.32784
N 0.83614 -2.92489 -4.36099
N -0.33370 -3.73422 -1.69038
C -0.89260 1.66547 1.66420
C -1.62389 -3.83902 -1.00099
C -0.40054 -4.48902 -2.94611
C 3.01670 -3.25766 -5.52283
C 2.65014 1.68612 -2.62419
C 2.28129 2.35521 2.80483
C -3.35512 -0.21486 3.43414
C -2.64960 -2.82299 -1.48280
C 0.45286 5.63364 2.18725
C -4.54477 0.35614 2.65974
C 2.89289 -0.62618 -6.29512
C -2.61559 3.44724 1.86722
C 1.89294 -1.16609 -5.53491
C -1.45589 2.71756 3.83928
C -0.80546 -1.91469 3.64685
C -3.34184 4.34829 2.62435
C 2.27724 2.67268 1.30922
C -0.75823 0.37973 1.50259
C -3.12690 4.44012 3.99340
C 0.23807 5.07674 0.78377
C -0.06741 -0.89671 4.51381
C 3.99692 -2.69904 -6.30463
C -2.17464 3.63082 4.59486
C 0.73919 -4.22394 -0.82498
C 1.19702 -3.16211 0.16917
C 3.98103 -1.37510 -6.71444
C 0.77592 -4.29094 -3.89613
C 1.43728 1.97832 -1.68785
C -1.68012 2.59886 2.46620
C 1.86271 -2.52472 -5.07867
H -1.30109 -4.17568 -3.47796
H 0.62866 -4.98085 -4.74092
H -2.85210 -2.93201 -2.55071
H 0.54144 -1.38252 5.28558
H 1.95681 -3.57740 0.83318
H 0.97096 5.48225 0.08467
H -0.75533 5.35680 0.42842
H -0.71356 2.08169 4.30426
H -2.30510 -1.81068 -1.26679
H 0.41632 -5.12783 -0.28175
H 2.90072 3.54261 1.09172
H 1.92772 3.20997 3.38576
H -0.48790 -5.57071 -2.73405
H -5.08352 -0.44849 2.15349
H -3.58387 -2.97013 -0.94109
H -0.07311 -2.59133 3.19436
H 0.36525 -2.81366 0.78347
H 0.59721 -0.28523 3.89958
H -4.07761 4.98500 2.14894
H -1.44972 -2.53764 4.27663
H 0.31652 6.71783 2.18931
H 1.62293 1.51062 3.01479
H 4.76987 -0.96008 -7.32012
H -1.47716 -3.66984 0.06685
H 3.28431 2.10280 3.15515
H 1.46144 5.42670 2.54941
H 1.59087 -4.50460 -1.44288
H -0.25898 5.20725 2.89737
H 1.62468 -2.31059 -0.36393
H -2.88803 0.57139 4.02613
H -2.03099 -4.85609 -1.13009
H -0.02759 -0.02226 0.80768
H -3.72060 -0.96426 4.14494
H -5.24966 0.88457 3.31066
H 1.70373 -4.59779 -3.40248
H -1.98891 3.71424 5.65840
H -0.77467 -0.23202 5.01535
H -2.77229 3.37541 0.79683
H 2.68538 1.82643 0.75144
H -4.21251 1.05864 1.89324
H -3.70132 5.14103 4.58555
*
```

***

[2]
Density functional theory data (ωB97M-V/def2-TZVPD) for a structure of composition C30H41IN6O3P2Ti in a non-equilibrium geometry.

**ΔE to the lowest compared entry with this formula, charge and spin**: 21.5 kcal/mol
**DFT total energy**: -96656.6085 eV
**HOMO level (alpha / beta)**: -4.42 / -6.75 eV
**HOMO-LUMO gap (alpha / beta)**: 4.62 / 6.96 eV
**Lowest unoccupied orbital energy (alpha / beta)**: 0.21 / 0.20 eV
**⟨S²⟩**: 2.03

```
! RIJCOSX wB97M-V def2-TZVPD def2/J DEFGRID3
* xyz 0 3
I 2.34283 -1.47702 1.27083
Ti 0.37153 -0.60532 -0.66718
P -1.78337 -1.80162 1.75022
P -0.56737 0.78458 2.44792
O -1.55907 -0.46912 2.67322
O -0.05187 0.92128 1.08162
O -0.65507 -2.03142 0.84682
N -0.62937 0.77688 -1.62198
N -1.51147 2.06748 2.95962
N -2.04167 -2.99792 2.86092
N -0.54067 -1.87412 -1.82778
N -3.29277 -1.53202 1.06533
N 0.63283 0.49868 3.55822
C -1.44687 0.21528 -2.51678
C 4.12393 -0.34772 -3.82588
C -0.32167 3.75018 -3.53858
C -3.63767 -2.66952 0.21592
C -3.16537 -2.89652 3.76682
C 5.14203 -0.70922 0.23112
C -1.42547 -1.18352 -2.63298
C 1.56293 2.56908 -2.64658
C 2.02163 -0.61132 -1.90978
C 6.13193 -0.44702 -0.71308
C -2.11277 -2.09422 -3.45448
C -2.43027 1.90488 4.06522
C -1.81707 3.18838 2.10352
C 3.39103 -0.58132 -1.50548
C 3.82743 -0.74882 -0.17908
C -0.65887 -3.17932 -2.14298
C 2.81653 -0.49422 -4.22968
C 0.20603 2.86558 -2.61088
C 0.49463 4.32578 -4.49648
C 2.37203 3.11328 -3.62608
C -3.44087 -0.26682 0.36172
C 4.44693 -0.38262 -2.45958
C 0.40533 -0.03442 4.88082
C 1.79243 -0.58422 -3.29138
C -0.88847 -3.68292 3.41072
C 1.75683 1.41048 3.47552
C 5.78973 -0.28942 -2.03318
C -1.61747 -3.35692 -3.13648
C 1.83733 3.99618 -4.55197
C -0.65807 2.22528 -1.55108
H 1.28003 -0.62422 5.16572
H -3.22157 0.55088 1.04812
H -1.90427 -4.29282 -3.57978
H -1.37437 3.99998 -3.50758
H -4.68957 -2.59242 -0.06338
H 5.39463 -0.88112 1.26652
H 0.07863 5.02948 -5.20327
H -0.05827 -3.92712 -1.64478
H 6.55513 -0.12812 -2.77628
H 2.58023 -0.52512 -5.28608
H 4.92383 -0.24652 -4.54828
H -2.15467 1.03588 4.65383
H 3.41783 2.84848 -3.66598
H 2.66683 0.87238 3.74432
H -3.02737 -2.71182 -0.69318
H -3.96997 -2.35442 3.27732
H -2.83097 3.12098 1.69372
H -0.54567 -3.22912 4.34842
H 1.97233 1.89758 -1.89768
H -3.45927 1.77198 3.71182
H -2.39487 2.79298 4.70162
H 2.46643 4.42768 -5.31608
H -0.46707 -0.68462 4.86723
H -1.73497 4.11528 2.67702
H -3.50537 -3.90402 4.01292
H -1.10357 3.21318 1.28562
H -2.09007 0.82438 -3.15378
H -3.48087 -3.58482 0.78422
H 1.63483 2.27728 4.13672
H -1.15427 -4.72362 3.60662
H -1.69287 2.59558 -1.64798
H -2.78027 -0.18932 -0.51288
H 0.25983 0.76088 5.62062
H -0.07707 -3.64912 2.68572
H -4.47647 -0.18322 0.02712
H 7.16273 -0.39542 -0.39408
H -2.90397 -2.38112 4.69822
H 0.77773 -0.63792 -3.67158
H -0.27127 2.53058 -0.57058
H 1.84343 1.75838 2.44722
H -2.85747 -1.84242 -4.18448
*
```

***

[3]
Density functional theory data (ωB97M-V/def2-TZVPD) for a structure of composition C30H42AlGeIN4O3S2 in a non-equilibrium geometry.

**DFT total energy**: -136768.3064 eV
**HOMO level**: -13.10 eV
**HOMO-LUMO gap**: 7.85 eV
**Lowest unoccupied orbital energy**: -5.25 eV

```
! RIJCOSX wB97M-V def2-TZVPD def2/J DEFGRID3
* xyz 2 1
I 3.43942 -3.08476 -0.77286
Ge -0.60388 1.18974 2.16094
S -0.19708 -3.63736 -1.99166
S -1.35818 -4.76486 0.48134
Al 1.48442 -1.13946 0.05934
O -0.89198 -3.44196 4.10534
O 0.75652 -0.48626 1.62074
O 0.85982 -0.44276 -1.35896
N 0.69962 0.07874 -3.62486
N -0.18418 0.72814 -4.42816
N 0.26302 -2.63886 0.40394
N 0.17262 -2.69616 1.77154
C 0.23152 0.11374 -2.35256
C -2.31218 1.97234 -4.24916
C -0.85208 -5.34396 -2.09816
C 1.46642 -0.49746 5.79204
C -2.79138 2.84364 4.64394
C 3.04392 -0.53406 -3.61846
C 4.04242 -1.42546 -3.97076
C 0.65762 -1.31856 6.57804
C -0.52478 1.79134 4.08884
C -1.19818 1.18834 -3.68216
C -0.12798 -2.28656 5.99154
C 0.08552 2.43124 0.74014
C -3.49938 2.00064 3.59614
C -1.97988 -5.44386 -1.10146
C -0.97408 0.80764 -2.36806
C 3.74742 -2.53086 -4.75366
C -0.14118 -2.46026 4.60424
C 1.44562 -1.86456 -4.86036
C 1.41442 -0.60196 4.42224
C -0.34938 -3.57696 -0.26846
C -1.02858 3.27114 0.10784
C -1.32298 3.08054 4.30244
C 0.58842 -1.55216 3.80154
C 1.75282 -0.76306 -4.07036
C 0.24562 5.23494 -0.87246
C -0.00098 0.94434 -5.84026
C 0.51012 -1.60306 2.36284
C -0.54798 3.96964 -1.16796
C 3.45802 -1.17286 0.31944
C 2.45372 -2.74826 -5.20026
H -0.85988 1.00584 4.76624
H 1.02362 0.71764 -6.12486
H -0.85428 3.62224 5.12634
H -3.32818 2.41734 2.60134
H 4.09932 -0.53396 -0.28286
H -1.99448 2.99504 -4.45296
H -2.29028 -6.47216 -0.92046
H -2.84668 -4.84986 -1.39766
H 0.84522 3.08644 1.16764
H -0.67228 0.31404 -6.43086
H 2.22352 -3.61576 -5.79716
H -3.14288 0.97054 3.61824
H 5.05152 -1.26396 -3.62386
H -1.41108 4.22904 -1.78266
H -1.25888 3.71794 3.41404
H 3.25522 0.31844 -2.99066
H 0.64712 -1.19086 7.64934
H -0.37498 5.94124 -0.32936
H -0.73288 -2.95636 6.58004
H -1.37208 4.02164 0.82174
H 0.06482 3.27134 -1.74106
H -0.71668 -3.55656 3.15344
H 4.52812 -3.23056 -5.00246
H 1.13032 5.02484 -0.27766
H 0.42582 -2.02606 -5.17526
H -3.27738 3.81564 4.72374
H -2.86778 2.35984 5.61804
H -0.20478 1.98954 -6.07666
H 0.53042 1.98874 4.27494
H -3.13308 2.00874 -3.53866
H 0.58332 1.80944 -0.01056
H -1.77448 0.31944 1.62564
H 0.56952 5.71254 -1.79296
H 2.12662 0.21724 6.25654
H -1.89338 2.64214 -0.12076
H 2.03542 0.02644 3.79544
H -4.56738 1.98324 3.78574
H -1.60808 0.97114 -1.52156
H -1.18518 -5.52926 -3.11766
H 3.98152 -1.38856 1.25144
H -2.66088 1.53684 -5.18266
H -0.02648 -6.01006 -1.84216
*
```

***

[4]
Density functional theory data (ωB97M-V/def2-TZVPD) for a structure of composition C30H42AsIN5O5SSr.

**ΔE to the lowest compared entry with this formula, charge and spin**: 0.0 kcal/mol
**DFT total energy**: -130096.6758 eV
**HOMO level**: -3.96 eV
**HOMO-LUMO gap**: 6.13 eV
**Lowest unoccupied orbital energy**: 2.17 eV

```
! RIJCOSX wB97M-V def2-TZVPD def2/J DEFGRID3
* xyz -1 1
I -1.91953 -3.66454 5.15290
Sr 0.56819 -0.38080 0.70888
As 2.32277 -2.90296 -0.85546
S -2.26233 -0.37076 2.13804
O 0.01809 -2.72650 1.46825
O -2.49578 -1.80394 2.44364
O -2.00623 -0.23949 0.66074
O -0.96753 0.03598 2.80046
O -3.36085 0.47747 2.55162
N 2.51568 0.85193 -0.45362
N 0.10608 2.26643 1.06292
N 2.40343 0.87933 2.36268
N -1.59542 -4.25360 1.90061
N 0.01994 0.86504 -1.58331
C 2.64366 -4.53055 0.17634
C 1.84962 3.47980 -4.11979
C -4.35468 1.41436 -1.83588
C 2.30375 5.78546 -4.64759
C 2.28093 1.36122 -1.81072
C 4.53144 2.14214 -0.45464
C 1.52486 2.74033 -1.68232
C 4.62879 1.93284 -1.86865
C 1.76204 2.10272 2.85666
C 4.12475 -2.61764 -1.54631
C 2.09399 4.47427 -5.05430
C 1.54863 -3.75284 -2.43918
C -0.47411 -3.00234 3.73488
C 3.53029 1.41255 0.17868
C -0.77427 -3.23369 2.27308
C 0.01422 2.35453 -1.48163
C 1.16936 2.97163 1.76189
C -3.16692 3.24784 -3.51864
C -2.99022 1.66738 -1.73096
C 1.80580 3.76454 -2.75480
C -5.12622 2.07049 -2.77974
C 3.67323 1.08101 1.65329
C 3.58087 1.42560 -2.55432
C 2.27309 6.08628 -3.29478
C -0.89030 2.93875 -2.57642
C -0.47964 2.88871 -0.11858
C 2.03188 5.08272 -2.36593
C -2.37402 2.59249 -2.57261
C 1.17835 0.50332 -2.41133
C -4.52373 2.99417 -3.62600
H 5.35191 2.55746 0.11643
H 5.57488 2.10793 -2.37204
H -0.62953 2.05129 1.72846
H 2.44268 7.10221 -2.95926
H 1.96185 3.24664 1.06648
H 2.48582 2.71215 3.42075
H -5.11385 3.52061 -4.36667
H 3.27836 -4.29823 1.03150
H -4.79874 0.70307 -1.15087
H 0.44117 -3.54491 3.96494
H -1.83927 -4.17855 0.92234
H -0.79652 4.02896 -2.56808
H -2.70165 3.97282 -4.17903
H 1.69109 -4.90188 0.55205
H 4.48838 -3.48823 -2.09487
H 2.12404 4.22226 -6.10755
H -0.84678 0.53601 -1.99047
H 2.02865 5.32087 -1.30770
H 1.40070 -0.56351 -2.32218
H 1.88321 3.19724 -0.76783
H 4.28386 1.86195 2.12971
H -6.18843 1.87272 -2.85287
H -1.55658 2.75965 -0.03922
H 1.46429 -3.02397 -3.24558
H 4.79774 -2.41114 -0.71380
H 2.16762 -4.58538 -2.77738
H 0.96602 1.79577 3.53983
H 4.12517 -1.73840 -2.19136
H -0.36096 -1.93203 3.88458
H 3.12795 -5.29515 -0.43310
H 1.69445 2.46543 -4.46302
H 0.81072 3.90431 2.22415
H -2.41671 -4.34335 2.48274
H 2.57052 0.28395 3.16408
H 1.03373 0.72951 -3.47681
H 2.49411 6.56045 -5.37958
H -0.29727 3.97425 -0.14198
H -0.49509 2.63188 -3.54937
H 4.23460 0.14442 1.73267
H -2.45627 1.13424 -0.95163
H 3.65446 1.13920 -3.59727
H 0.55026 -4.12084 -2.20355
*
```

***

[5]
Density functional theory data (ωB97M-V/def2-TZVPD) for a structure of composition C30H42AuBN2O2S5 in a non-equilibrium geometry.

**ΔE to the lowest compared entry with this formula, charge and spin**: 17.4 kcal/mol
**DFT total energy**: -97400.9869 eV
**HOMO level**: -12.92 eV
**HOMO-LUMO gap**: 5.67 eV
**Lowest unoccupied orbital energy**: -7.25 eV

```
! RIJCOSX wB97M-V def2-TZVPD def2/J DEFGRID3
* xyz 2 1
Au -1.19201 -1.40038 -1.51865
S 1.15237 -1.68963 -0.60958
S -0.47334 -1.75871 -4.17302
S -3.60658 -1.81779 -2.73266
S -0.18915 1.02029 -1.75933
S -1.36467 -4.13694 -1.69574
O -3.11358 -1.47040 0.75809
O -1.85712 0.41776 0.86207
N 2.70688 -0.05528 0.74193
N 1.84307 2.22222 -0.57518
C 4.70681 -1.20732 1.57855
C -2.61227 1.42338 2.95172
C -2.01402 -1.38467 -5.09566
C 6.66630 -1.31829 2.97541
C 1.31067 3.50865 -0.97124
C -2.96459 -4.57887 -2.46173
C 0.52552 5.81538 2.56018
C -3.93295 1.60983 0.83867
C -5.17036 -0.79367 1.86989
C -3.65835 -3.55293 -3.34412
C 0.08253 3.89924 1.18170
C 1.74765 -0.13664 -0.19522
C 5.29010 -1.31196 2.83826
C 1.70329 5.53384 0.48662
C 3.20786 -1.21592 1.44591
C 5.52492 -1.10487 0.45258
C -3.04113 0.70455 1.68578
C 3.09861 1.24301 1.24324
C -0.16386 4.63357 2.32828
C 6.90149 -1.10871 0.58923
C -0.11158 -4.33515 -3.01495
C -3.65301 -0.72475 1.90547
C -0.31432 -3.58799 -4.31727
C 7.47526 -1.22396 1.85022
C 1.21947 1.05326 -0.78469
C -3.12495 -1.41829 3.15654
C 1.02104 4.34404 0.25335
C 3.13117 2.22821 0.08548
C 1.45503 6.26718 1.63437
C -3.22685 -0.93475 -4.28729
B -2.08291 -0.77197 0.29803
H 3.91783 1.94645 -0.62783
H 0.57848 -3.74943 -4.92264
H -0.04695 -5.40156 -3.23335
H -5.58432 -0.15335 2.64344
H 2.03969 4.01439 -1.61265
H -0.89256 4.29336 3.04919
H -3.40590 -2.46665 3.12160
H -3.58863 -4.81154 -1.60031
H -1.17179 -3.96575 -4.86842
H -4.80365 1.93025 1.40208
H -2.25080 2.41528 2.69824
H -4.11950 -1.00451 -4.91339
H 2.42563 5.89225 -0.23182
H 5.08192 -1.03430 -0.52989
H 2.38127 1.58332 2.00292
H -3.46415 1.52835 3.61612
H 2.75277 -1.25572 2.44337
H 2.89417 -2.10756 0.88882
H -3.36840 2.49025 0.53944
H -3.55256 -0.97461 4.05069
H 8.54782 -1.25359 1.95814
H 1.99027 7.18643 1.81138
H 4.66289 -1.38855 3.71347
H -0.45863 2.98109 0.99428
H -2.23004 -2.25447 -5.71495
H -4.25525 1.09447 -0.06391
H 0.81255 -4.02733 -2.52588
H 7.53507 -1.02904 -0.28009
H -2.80420 -5.49517 -3.03039
H -1.82513 0.89027 3.47334
H 3.32786 3.23656 0.45339
H 7.10644 -1.39147 3.95641
H -3.12083 0.10190 -3.96898
H -1.74813 -0.55859 -5.75857
H -5.57529 -0.48995 0.91030
H 4.08580 1.15218 1.69806
H 0.33017 6.38927 3.45174
H 0.39565 3.34188 -1.54746
H -5.48591 -1.81454 2.06426
H -2.04136 -1.35923 3.20583
H -3.26072 -3.55013 -4.35355
H -4.71405 -3.81549 -3.39770
*
```